Entry 1:
# C6H10INS

A molecular structure, C6H10INS (ωB97M-V with the def2-TZVPD basis set, the Open Molecules 2025 dataset).

The geometry in XYZ format:
```
19
Properties=species:S:1:pos:R:3:forces:R:3
C 0.28834 1.75577 1.22994 -2.5660 1.2177 2.0716
H 1.81298 -1.45814 -0.63056 -0.3241 -0.7659 0.2706
S -1.02649 -1.44856 -1.12463 0.6884 0.9783 1.2040
H -0.49055 -2.49417 0.97138 -1.8424 -1.0228 2.6491
H 0.33598 -3.30329 -0.48833 -0.9494 0.3875 1.0812
H 2.05752 -2.20670 0.88281 0.5619 -1.4856 0.9319
C 0.50580 0.48569 0.60235 -1.8028 -1.1167 -3.9969
H 0.98629 2.04954 1.99109 0.4986 -0.1753 0.2110
H -1.15163 2.23599 -1.26171 -0.7664 -0.3572 0.8129
C -0.00775 -2.40298 0.09021 2.8307 0.8739 -3.7493
H -0.77829 1.82296 1.71426 1.8566 -0.5190 -0.6315
H -2.13735 1.29399 -0.03073 -0.9778 0.4824 3.0746
I 0.93025 0.74779 -2.55503 -0.1636 0.0913 0.6683
C -1.53733 1.27551 -0.85061 2.7581 0.8900 -2.3771
C 1.32106 -1.68221 0.35583 0.5449 1.5360 -3.0655
C -0.38556 0.30840 -0.81545 0.8069 -1.2049 1.7529
H -2.21739 0.90098 -1.51763 -1.6204 -0.7246 -2.4579
H 0.18511 2.50649 0.50043 0.3275 1.1938 -0.9667
N 1.30902 -0.38708 0.93639 0.1393 -0.2790 2.5166
```
Positions in Å, forces in eV/Å.

Computed properties:
DFT total energy = -985.18582 Eh
Energy above the lowest of the compared OMol25 structures with the same formula, charge and spin = 8.8 kcal/mol
Orbital gap = 8.750 eV
LUMO energy = 0.11 eV

***

Entry 2:
# CHCl2NO2

2 unconnected molecules or ions with the total composition CHCl2NO2 (ωB97M-V with the def2-TZVPD basis set, the Open Molecules 2025 dataset).

The geometry in XYZ format:
```
7
Properties=species:S:1:pos:R:3:forces:R:3
Cl 0.61128 1.88734 -0.74212 -0.1249 -0.6017 -0.1399
N 0.32270 -0.31647 0.75612 0.1703 -0.7706 2.4162
H 0.35562 -0.55870 -1.35626 0.0595 1.9074 1.0419
O 0.26091 -1.54752 0.84741 0.2542 1.9104 -0.6852
C 0.25114 0.27890 -0.57274 -2.6758 -2.4293 -1.6958
O 0.44998 0.46295 1.69436 -0.1060 -0.7397 -0.8809
Cl -2.25162 -0.20650 -0.62676 2.4227 0.7237 -0.0563
```
Positions in Å, forces in eV/Å.

Computed properties:
DFT total energy = -1164.13058 Eh
Energy above the lowest of the compared OMol25 structures with the same formula, charge and spin = 98.6 kcal/mol
Orbital gap (spin up / spin down) = 7.769 / 7.567 eV
LUMO energy (spin up / spin down) = -3.22 / -3.34 eV

***

Entry 3:
# C33H41NO10P4S3W

A molecular structure, C33H41NO10P4S3W (ωB97M-V with the def2-TZVPD basis set, the Open Molecules 2025 dataset).

The geometry in XYZ format:
```
93
Properties=species:S:1:pos:R:3:forces:R:3
C -3.85985 -1.15686 -4.19103 0.0035 0.0005 -0.0034
H -5.53208 1.84313 0.45153 -0.0043 0.0047 -0.0022
H -2.30550 2.24289 -3.18267 -0.0102 0.0049 0.0001
C -2.77425 0.20107 2.58091 -0.0160 0.0118 -0.0120
H 4.31550 -2.77605 -1.84430 -0.0323 0.0088 0.0076
H 2.03791 -0.05480 5.74172 -0.0257 -0.0038 0.0311
H 2.64197 -2.32687 4.49313 0.1194 -0.0278 -0.0211
C 0.26611 4.93627 -0.74837 0.0121 -0.0291 0.0095
O -0.51857 -1.90217 1.27016 0.4463 0.2601 0.1409
H -1.99862 -0.21720 3.21675 -0.0078 0.0025 0.0081
N 3.90020 -1.88151 -1.59315 -0.0604 0.0282 -0.0936
C -3.45134 1.83957 0.96359 -0.0173 -0.0002 0.0036
H -3.20690 2.64585 0.28386 -0.0025 0.0046 -0.0096
C 0.20421 3.64665 -0.23632 -0.0029 0.0062 0.0178
O 4.14300 -4.14630 0.46049 0.0000 0.0375 0.0014
O 4.08514 -2.38789 2.32173 -0.1230 -0.0351 0.0995
P 3.65475 -2.82199 0.84929 0.0069 -0.0477 -0.0464
C 1.35052 3.02643 -4.14376 -0.0161 -0.0194 0.0189
H -5.79429 -1.74898 -3.47807 -0.0091 -0.0010 -0.0021
O 1.34945 -4.64493 -0.04766 -0.0424 0.0085 0.0172
H -1.77160 4.31009 -4.41618 -0.0070 0.0058 -0.0012
H -0.66523 -5.21794 1.68679 -0.0091 -0.0247 0.0049
H 6.13214 -1.25648 0.95446 0.0078 -0.0011 -0.0041
C 2.23655 0.24647 4.71400 0.1140 -0.1242 -0.0125
H 0.94215 -2.55125 4.99880 0.0001 0.0156 0.0097
H -3.04055 -0.36548 -0.50294 0.0068 0.0120 0.0338
H -1.45904 -1.68234 1.31854 -0.1668 0.0711 0.1375
H -2.05445 4.15138 2.23130 0.0008 0.0085 -0.0001
H 1.84743 1.17978 -3.17019 -0.0077 -0.0036 -0.0015
C -2.30960 -0.39535 -2.51510 0.0428 -0.0977 0.0347
O 1.67991 -0.39933 2.23936 0.2089 -0.0486 0.2204
C 0.33536 3.90429 -4.49486 0.0006 -0.0139 0.0096
C 1.60708 -2.29090 4.17465 0.1291 0.0844 -0.1506
C -1.28244 2.45402 -3.46970 0.0050 -0.0130 -0.0192
O 4.11854 0.68298 1.44329 -0.1400 -0.0383 0.0950
C -4.07498 -0.28072 2.64588 0.0176 0.0135 -0.0048
C -1.42378 4.36662 1.37675 -0.0218 -0.0113 0.0091
H 3.24527 -0.04406 4.41950 0.0265 -0.0146 0.0239
C -4.75902 1.37643 1.04913 0.0051 -0.0194 0.0025
H 1.45218 -2.97128 3.34490 0.0035 0.0177 0.0092
C -5.07325 0.31030 1.87938 0.0063 0.0062 -0.0017
C -2.44894 1.25967 1.73157 0.0318 -0.1033 -0.0049
C 4.30604 -1.49940 -0.22106 -0.0506 0.0143 -0.0438
H 0.93959 5.15299 -1.56768 0.0050 0.0001 -0.0078
H -1.01677 -2.77190 -1.19282 -0.0082 -0.0263 0.0130
H 3.30278 0.47848 1.94923 0.1019 0.0320 -0.0401
H 0.83271 2.87075 -0.65704 -0.0087 0.0080 0.0051
H 2.06505 1.30860 4.57313 0.0390 -0.0649 0.0092
H -6.09175 -0.05159 1.94040 -0.0041 -0.0019 -0.0027
H -4.09019 -1.36581 -5.22733 -0.0034 -0.0036 -0.0081
C -0.53295 5.93476 -0.21414 -0.0173 0.0036 0.0181
O 1.25833 -1.91830 -1.44974 0.2655 0.1513 0.0889
C -1.37754 5.64783 0.85207 0.0004 0.0071 -0.0087
H -5.26884 -1.24682 -1.10959 -0.0103 -0.0013 0.0062
C -0.77514 0.84787 -0.44520 -0.3881 -0.5185 -1.3237
H 6.17324 -2.63269 -0.17302 0.0001 -0.0093 -0.0057
C -4.52356 -1.09475 -1.87975 0.0411 0.0077 0.0090
H -0.49099 6.93899 -0.61678 -0.0024 0.0025 -0.0035
C 1.07977 -3.62029 0.48307 0.1089 -0.0507 -0.0214
W 0.53782 -0.15454 0.29519 -0.0012 0.0756 0.9828
O 2.01668 -2.71205 0.95143 -0.1634 0.0769 -0.1148
H -1.99270 6.42784 1.28260 0.0000 0.0027 0.0045
C -0.64864 3.35108 0.82157 0.0714 -0.0663 -0.0908
C -2.60859 -0.67223 -3.84684 -0.0158 0.0171 0.0040
H 4.25730 -1.17295 -2.23166 0.0432 -0.0082 -0.0055
C -4.81722 -1.37112 -3.20646 0.0048 0.0006 -0.0002
O 4.82873 0.96829 -1.00588 -0.0572 0.0795 -0.0050
S 0.55706 -1.41635 -2.86923 -0.0632 -0.0116 -0.1469
C -0.81917 -4.17735 1.96519 0.0001 -0.0437 0.0205
H 0.57017 4.81797 -5.02527 0.0024 0.0092 -0.0070
C -1.25540 -3.48782 -0.40886 0.0537 -0.0247 -0.0049
C -0.38447 -3.26983 0.81811 -0.0763 -0.0661 -0.1363
C -0.26822 1.55962 -3.13410 0.0431 -0.0460 0.0000
H -0.26471 -3.96364 2.87894 -0.0385 -0.0337 -0.0656
H -1.10352 -4.49307 -0.79457 -0.0049 -0.0229 -0.0148
H 4.62497 -3.09349 2.70562 0.0013 0.0219 0.0043
C 1.05149 1.85313 -3.46427 0.0190 -0.0010 0.0062
C 5.83579 -1.60458 -0.03482 -0.0020 0.0287 0.0359
C -3.26999 -0.60666 -1.53349 -0.0264 -0.0010 -0.0554
H 2.37912 3.25445 -4.38938 0.0111 0.0012 -0.0040
H -1.86776 -0.49840 -4.61921 0.0100 -0.0032 -0.0089
H -1.88108 -4.02167 2.16137 -0.0092 0.0059 0.0109
P -0.65191 0.16989 -2.03174 -0.5244 0.6640 -0.2998
O 2.39188 0.47915 -0.40165 0.0352 -0.1079 0.2186
H -4.31672 -1.09872 3.31357 -0.0013 -0.0079 0.0059
P 3.88002 0.32547 -0.08527 0.0318 -0.1532 0.0091
H -2.30531 -3.37217 -0.13063 -0.0109 0.0083 0.0106
S -0.03731 2.03607 3.46918 -0.2525 0.2448 -0.1066
H 6.30470 -0.95616 -0.77186 0.0062 0.0015 -0.0089
H 2.27518 -1.85836 -1.60653 -0.0498 -0.0696 0.2082
C -0.98094 3.61877 -4.15604 0.0023 -0.0038 -0.0058
P -0.66672 1.68665 1.58554 0.6022 -0.1293 0.3813
S 1.09864 -0.62914 3.64856 -0.1823 0.0770 -0.0606
```
Positions in Å, forces in eV/Å.

Computed properties:
DFT total energy = -4716.47753 Eh
Energy above the lowest of the compared OMol25 structures with the same formula, charge and spin = 151.3 kcal/mol
Orbital gap = 6.489 eV
LUMO energy = -0.20 eV

***

Entry 4:
# C5H13S

2 unconnected molecules or ions with the total composition C5H13S (ωB97M-V with the def2-TZVPD basis set, the Open Molecules 2025 dataset).

The geometry in XYZ format:
```
19
Properties=species:S:1:pos:R:3:forces:R:3
H 0.87268 2.35096 -0.65507 0.0071 0.0360 0.4883
H -2.68230 -0.94818 0.52058 0.6160 0.8006 -1.0495
S -2.10720 -0.25162 -1.87492 -0.7459 -0.3727 0.6129
H 1.35121 -2.10197 0.97251 0.1232 -0.0799 0.0144
H -3.28936 0.72532 0.08831 0.6860 -0.7043 -0.4273
H -0.16433 2.09624 0.85020 0.1965 0.1447 -1.1037
H 2.17841 -1.92432 -0.52908 0.0940 -0.1523 -1.1522
H 0.39226 -0.07351 -1.22460 0.5573 -0.1277 0.3432
H -4.04399 -0.76669 -0.40145 0.9570 0.5035 -0.8631
H 2.54978 0.53477 -0.00571 -0.3091 -0.1065 0.7529
C -3.01823 -0.27997 -0.32656 -1.8827 -0.3655 1.5083
C 0.43561 0.27194 -0.17654 -0.9089 0.2048 -0.1661
H 3.09695 -1.75454 0.96211 -0.6713 0.2339 -0.3456
H -0.39338 -0.27981 0.31517 0.5123 0.1804 -0.0697
H 1.66019 0.22958 1.57848 0.3472 0.3051 -0.0844
C 1.76574 -0.04892 0.52790 -0.0820 0.0852 -1.2601
C 2.12883 -1.53101 0.45333 0.1638 0.0361 1.6880
C 0.05046 1.77778 -0.20582 0.7747 -0.4978 0.9069
H -0.78331 1.97393 -0.86884 -0.4353 -0.1236 0.2066
```
Positions in Å, forces in eV/Å.

Computed properties:
DFT total energy = -596.41602 Eh
Multiplicity = 2
Orbital gap (spin up / spin down) = 10.246 / 7.132 eV
Expectation value of S² = 0.75
LUMO energy (spin up / spin down) = 0.94 / -1.78 eV

***

Entry 5:
# C17H13Cl5MnN2O6Se2

A molecular structure, C17H13Cl5MnN2O6Se2 (ωB97M-V with the def2-TZVPD basis set, the Open Molecules 2025 dataset).

The geometry in XYZ format:
```
46
Properties=species:S:1:pos:R:3:forces:R:3
C 2.58765 -2.98812 0.77248 0.0300 0.0263 0.0093
O -5.44357 2.08681 -1.45916 -0.0146 0.0509 0.0076
C 0.04553 1.14678 1.34459 -0.0332 -0.1285 -0.0596
C -1.46137 -0.32856 -1.81095 -0.0520 0.0114 0.0862
C 0.81022 -4.96633 -0.48813 0.0143 0.0707 0.0374
Mn 1.18052 0.88240 -0.21718 -0.7507 0.0710 0.0272
Cl 2.06020 2.76697 0.99437 0.0218 0.1694 0.0916
C 3.16935 -2.20230 -0.39898 0.0274 0.0004 -0.0318
H 0.23587 0.78039 -2.49634 -0.0292 -0.0104 0.0144
Se 0.69251 -3.44843 0.69211 -0.0292 -0.0770 -0.0093
C -2.80767 2.13548 -1.92544 0.0008 -0.0935 -0.0132
H -3.39775 -1.15719 -1.28365 0.0060 -0.0051 0.0006
H 5.46987 -0.40209 0.78287 0.0043 -0.0061 0.0192
N -4.93816 0.99057 -1.45659 0.0382 -0.0015 -0.0437
C -3.47466 0.93412 -1.72076 -0.0405 0.0351 0.0127
O -0.81750 4.25181 -2.31115 -0.0158 0.0231 0.0435
C -0.54508 -1.36825 -1.25881 0.1158 -0.0200 -0.2034
O -0.76780 -2.56807 -1.23982 -0.0454 0.0665 0.1067
H 3.09557 -3.95280 0.82650 -0.0080 -0.0097 0.0225
C -1.14420 0.68057 1.89386 0.0679 0.1144 0.0175
Cl -3.35117 1.00327 3.39812 0.0131 0.0072 -0.0092
Se 3.23318 -0.25214 -0.28917 0.5492 -0.2904 0.0547
O -5.49091 -0.06444 -1.26070 -0.0182 -0.0498 0.0281
H 4.18988 -0.49229 2.04491 -0.0004 0.0004 0.0031
O 0.55282 -0.85995 -0.74967 0.0152 -0.2025 -0.0785
C -0.17313 3.27410 2.53844 0.0118 -0.2020 -0.0184
O 0.54523 2.84282 -1.40800 0.0515 0.0858 -0.0322
Cl -1.73495 -0.89903 1.57915 0.0227 -0.0672 -0.0333
N -0.53267 3.14892 -1.98036 0.0339 -0.0600 -0.1183
Cl -2.29842 3.83922 4.06241 0.0167 -0.0186 -0.0172
H 2.67913 -2.41638 -1.34576 -0.0123 0.0116 0.0044
H -0.20955 -5.26603 -0.71160 -0.0019 0.0101 -0.0040
H 2.73189 -2.49081 1.73083 -0.0375 0.0239 -0.0107
H 4.22429 -2.45799 -0.50699 -0.0117 -0.0142 -0.0269
C 0.49822 2.38538 1.72060 0.2030 0.3331 0.0539
C -2.83508 -0.28859 -1.59789 0.0116 0.0181 -0.0233
C 4.52419 -0.00043 1.13650 -0.0819 0.0542 -0.0069
Cl 0.46393 4.80900 2.88786 0.0139 0.0219 0.0177
H 1.32702 -4.67021 -1.39772 0.0023 -0.0293 -0.0140
C -1.45094 2.02486 -2.14699 -0.0419 0.0800 0.0523
C -1.86794 1.52982 2.73897 -0.0339 -0.0297 0.0101
C -1.39389 2.81793 3.04878 -0.0630 0.0666 0.0634
C -0.80666 0.81440 -2.21036 0.0050 -0.0274 -0.0204
H 1.34356 -5.75650 0.03772 0.0135 -0.0143 -0.0190
H -3.32961 3.08068 -1.85552 0.0136 0.0105 -0.0022
H 4.61206 1.07063 1.29663 0.0179 -0.0053 0.0114
```
Positions in Å, forces in eV/Å.

Computed properties:
DFT total energy = -9470.49137 Eh
Multiplicity = 4
Energy above the lowest of the compared OMol25 structures with the same formula, charge and spin = 0.0 kcal/mol
Orbital gap (spin up / spin down) = 6.121 / 6.322 eV
Expectation value of S² = 4.00
Total charge = +2
LUMO energy (spin up / spin down) = -8.86 / -8.71 eV

***

Entry 6:
# C5H6O3Pb

A molecular structure, C5H6O3Pb (ωB97M-V with the def2-TZVPD basis set, the Open Molecules 2025 dataset).

The geometry in XYZ format:
```
15
Properties=species:S:1:pos:R:3:forces:R:3
C -1.59384 -0.15584 -0.11753 -0.0804 -0.2898 -1.1535
C 1.97430 -0.07854 0.86291 -3.9826 2.9987 1.4886
C 0.55191 0.97535 -0.75347 -1.6106 1.1155 -0.2921
Pb 2.47058 -2.65419 -0.20856 -0.2803 0.6572 -0.1775
C -2.34968 -1.17966 -0.15215 -0.8382 -0.9045 -0.0512
H 0.42089 0.88218 -1.83603 0.1060 0.0503 0.1968
H -0.64307 1.01819 1.06236 0.5054 0.8999 -0.6742
H 1.07259 1.90918 -0.51249 0.1318 -0.3449 -0.0823
O 2.91545 -0.92200 0.87884 2.2675 -2.2067 0.3306
H -2.59294 -1.72418 0.76957 -0.1577 -0.2111 -0.2851
C -0.81124 1.00584 -0.05169 0.6114 0.8538 2.0810
O 1.52338 0.60786 1.75909 1.5664 -0.8533 -1.3097
H -2.84660 -1.45423 -1.09262 -0.0672 -0.3613 0.3029
H -1.40266 1.91369 -0.24583 0.3403 -0.1857 -0.3304
O 1.31093 -0.14365 -0.36239 1.4882 -1.2181 -0.0438
```
Positions in Å, forces in eV/Å.

Computed properties:
DFT total energy = -612.29650 Eh
Multiplicity = 2
Orbital gap (spin up / spin down) = 2.847 / 6.108 eV
Expectation value of S² = 0.76
Total charge = +1
LUMO energy (spin up / spin down) = -6.85 / -6.86 eV

***

These records have max |F| values of 4.8, 4.0, 1.5, 2.4, 0.8, 5.2 eV/Å, in the order they appear.